# 1
Molecular formula: CHF3OPb
Method: DFT, wB97M-V/def2-TZVPD

Each line ends with the Löwdin spin population.
Positions of all 7 atoms, in Å:
O1 2.219 0.161 -0.724  0.11
Pb1 3.453 1.628 -0.681  0.03
H1 1.795 -0.988 -0.521  0.04
C1 0.965 -2.577 -0.384  0.45
F1 -0.034 -2.700 -1.249  0.12
F2 1.808 -3.579 -0.588  0.12
F3 0.461 -2.709 0.838  0.12

Values from the calculation:
**Orbital gap (alpha / beta)**: 9.0 / 9.5 eV
**HOMO energy (alpha / beta)**: -15.0 / -16.5 eV
**Expectation value of S²**: 0.753
**Calculated total energy**: -16489.98691 eV
**Total charge**: +1
**Spin multiplicity**: 2

---

# 2
Molecular formula: CHF4OSn
Method: DFT, wB97M-V/def2-TZVPD

Each line ends with the Löwdin charge.
Positions of all 8 atoms, in Å:
C1 0.693 0.232 0.326  -0.72
F1 0.980 0.491 -0.938  0.20
F2 1.776 0.463 1.039  0.24
F3 0.332 -1.010 0.562  0.24
F4 -2.231 0.425 -1.929  -0.44
Sn1 -1.809 1.467 -0.605  1.48
O1 -0.361 1.133 0.650  -0.15
H1 -0.362 1.403 1.583  0.16

Values from the calculation:
**Orbital gap**: 9.8 eV
**HOMO energy**: -15.6 eV
**Calculated total energy**: -19793.53814 eV
**Total charge**: +1

---

# 3
Molecular formula: CHF4P
Method: DFT, wB97M-V/def2-TZVPD

Each line ends with the Löwdin charge.
Positions of all 7 atoms, in Å:
C1 1.028 -0.440 -0.168  -0.52
F1 1.710 0.689 -0.096  0.10
F2 1.416 -1.329 -1.037  0.14
F3 1.295 -0.919 1.083  0.05
F4 -2.056 1.805 -0.127  -0.46
P1 -1.839 0.241 -0.472  0.86
H1 -1.554 -0.047 0.817  -0.18

Values from the calculation:
**Relative energy (zero: lowest compared OMol25 entry of this formula, charge and spin)**: 2.6902 eV
**Orbital gap (alpha / beta)**: 8.9 / 8.0 eV
**HOMO energy (alpha / beta)**: -10.3 / -9.2 eV
**Calculated total energy**: -21209.22646 eV
**Total charge**: 0

---

# 4
Molecular formula: CHF4PS2
Method: DFT, wB97M-V/def2-TZVPD

Each line ends with the Löwdin charge.
Positions of all 9 atoms, in Å:
C1 -0.471 0.868 -0.504  -0.79
F1 -1.690 0.140 -0.574  -0.02
F2 -0.711 2.021 -1.160  0.08
F3 0.428 0.169 -1.216  0.04
F4 1.274 1.839 1.032  -0.37
P1 -0.118 1.101 1.339  0.97
S1 -0.033 -2.677 0.459  0.18
S2 1.170 -1.475 1.433  0.03
H1 0.150 -1.986 -0.809  -0.12

Values from the calculation:
**Relative energy (zero: lowest compared OMol25 entry of this formula, charge and spin)**: 1.5568 eV
**Orbital gap (alpha / beta)**: 7.2 / 6.8 eV
**HOMO energy (alpha / beta)**: -8.9 / -8.7 eV
**Calculated total energy**: -42881.60307 eV
**Total charge**: 0

---

# 5
Molecular formula: CHF6N4
Method: DFT, wB97M-V/def2-TZVPD

Each line ends with the Löwdin charge.
Positions of all 12 atoms, in Å:
C1 -1.598 0.153 0.240  -0.08
N1 0.296 1.130 -0.185  0.00
N2 1.416 0.481 -0.147  -0.07
N3 1.469 -0.756 -0.229  0.15
N4 -1.453 -1.068 -0.114  -0.04
F1 -1.525 0.459 1.475  0.25
F2 0.386 2.356 0.337  0.05
F3 2.609 1.271 0.155  0.11
F4 2.737 -1.347 -0.246  0.05
F5 -1.537 -1.522 -1.399  0.18
F6 -1.089 -2.073 0.635  0.21
H1 -1.712 0.916 -0.523  0.18

Values from the calculation:
**Relative energy (zero: lowest compared OMol25 entry of this formula, charge and spin)**: 1.8999 eV
**Orbital gap (alpha / beta)**: 9.1 / 9.1 eV
**HOMO energy (alpha / beta)**: -15.0 / -15.0 eV
**Calculated total energy**: -23295.45972 eV
**Total charge**: +1

---

# 6
Molecular formula: CHFI2
Method: DFT, wB97M-V/def2-TZVPD

Each line ends with the Löwdin charge.
Positions of all 5 atoms, in Å:
C1 -0.191 0.002 0.052  -1.28
F1 -0.493 0.003 1.353  -0.16
I1 0.914 1.792 -0.440  0.71
I2 0.885 -1.805 -0.440  0.71
H1 -1.115 0.008 -0.526  0.01

Values from the calculation:
**Relative energy (zero: lowest compared OMol25 entry of this formula, charge and spin)**: 0.0000 eV
**Orbital gap**: 9.2 eV
**HOMO energy**: -9.6 eV
**Calculated total energy**: -19971.33459 eV
**Total charge**: 0

---

# 7
Molecular formula: CHFI2S
Method: DFT, wB97M-V/def2-TZVPD

Each line ends with the Löwdin charge.
Positions of all 6 atoms, in Å:
C1 -0.346 -0.430 -1.225  -1.22
F1 -0.741 -1.555 -0.605  -0.13
S1 -0.056 -0.447 -2.977  0.60
I1 -2.010 1.091 -0.748  0.68
I2 2.801 -2.088 -1.851  0.12
H1 0.526 -0.149 -0.798  -0.05

Values from the calculation:
**Relative energy (zero: lowest compared OMol25 entry of this formula, charge and spin)**: 2.5677 eV
**Orbital gap (alpha / beta)**: 5.4 / 5.3 eV
**HOMO energy (alpha / beta)**: -9.8 / -9.7 eV
**Calculated total energy**: -30804.18216 eV
**Total charge**: 0

---

# 8
Molecular formula: CHFIPS
Method: DFT, wB97M-V/def2-TZVPD

Each line ends with the Löwdin charge.
Positions of all 6 atoms, in Å:
C1 0.444 -0.301 -0.655  -0.82
F1 -0.907 -0.190 -0.990  -0.26
P1 0.415 -0.129 1.430  0.18
S1 1.148 1.206 0.026  0.43
I1 -1.972 0.354 1.885  0.29
H1 0.872 -0.939 -1.696  0.17

Values from the calculation:
**Relative energy (zero: lowest compared OMol25 entry of this formula, charge and spin)**: 1.4620 eV
**Orbital gap**: 9.1 eV
**HOMO energy**: -9.4 eV
**Calculated total energy**: -31993.96261 eV
**Total charge**: 0

---

# 9
Molecular formula: CHFIPS
Method: DFT, wB97M-V/def2-TZVPD

Each line ends with the Löwdin charge.
Positions of all 6 atoms, in Å:
C1 0.459 -0.826 -0.246  -1.00
F1 1.163 1.269 -1.281  -0.45
P1 1.713 -0.280 -1.428  0.40
S1 -0.378 -2.226 -0.492  0.62
I1 3.396 -0.017 0.224  0.47
H1 0.359 -0.327 0.652  -0.04

Values from the calculation:
**Relative energy (zero: lowest compared OMol25 entry of this formula, charge and spin)**: 0.0751 eV
**Orbital gap**: 7.9 eV
**HOMO energy**: -9.4 eV
**Calculated total energy**: -31995.34951 eV
**Total charge**: 0

---

# 10
Molecular formula: CHFN2
Method: DFT, wB97M-V/def2-TZVPD

Each line ends with the Löwdin charge.
Positions of all 5 atoms, in Å:
C1 0.115 -0.698 -0.535  -0.18
N1 0.231 -1.433 -1.397  0.12
N2 0.226 0.529 0.480  0.02
F1 -0.616 1.531 0.090  -0.06
H1 0.044 0.072 1.361  0.10

Values from the calculation:
**Relative energy (zero: lowest compared OMol25 entry of this formula, charge and spin)**: 1.3819 eV
**Orbital gap**: 11.6 eV
**HOMO energy**: -11.4 eV
**Calculated total energy**: -6746.82317 eV
**Total charge**: 0

---

# 11
Molecular formula: CHFN2O3
Method: DFT, wB97M-V/def2-TZVPD

Each line ends with the Löwdin charge.
Positions of all 8 atoms, in Å:
C1 0.800 0.141 1.224  -0.34
N1 0.403 1.151 -1.866  0.13
N2 -1.774 -0.376 -1.455  0.09
O1 0.048 0.143 -1.392  -0.19
O2 -1.842 -1.182 -0.591  0.00
O3 1.144 1.239 0.942  0.10
F1 0.158 -0.162 2.390  0.03
H1 1.063 -0.954 0.747  0.19

Values from the calculation:
**Relative energy (zero: lowest compared OMol25 entry of this formula, charge and spin)**: 3.3498 eV
**Orbital gap (alpha / beta)**: 7.0 / 6.9 eV
**HOMO energy (alpha / beta)**: -8.1 / -8.0 eV
**Calculated total energy**: -12886.60310 eV
**Total charge**: 0

---

# 12
Molecular formula: CHFNO3
Method: DFT, wB97M-V/def2-TZVPD

Each line ends with the Löwdin charge.
Positions of all 7 atoms, in Å:
C1 1.120 0.245 -0.274  -0.81
N1 0.108 0.017 0.579  0.20
O1 1.833 -0.413 0.556  0.02
O2 1.420 0.725 -1.320  0.07
O3 -1.867 0.440 0.542  -0.27
F1 -2.331 -0.127 -0.642  -0.28
H1 -0.283 -0.886 0.559  0.08

Values from the calculation:
**Relative energy (zero: lowest compared OMol25 entry of this formula, charge and spin)**: 3.0244 eV
**Orbital gap (alpha / beta)**: 8.5 / 8.5 eV
**HOMO energy (alpha / beta)**: -4.2 / -4.2 eV
**Calculated total energy**: -11398.24986 eV
**Total charge**: -1

---

# 13
Molecular formula: CHFNO3S
Method: DFT, wB97M-V/def2-TZVPD

Each line ends with the Löwdin charge.
Positions of all 8 atoms, in Å:
C1 0.441 -0.865 -0.028  -0.48
N1 1.580 -0.752 0.455  0.11
O1 -0.612 0.993 -1.523  -0.39
O2 -0.380 1.657 0.842  -0.40
O3 -2.117 0.097 0.244  -0.38
F1 0.087 -1.879 -0.802  0.05
S1 -0.817 0.630 -0.114  0.43
H1 1.818 0.119 0.927  0.05

Values from the calculation:
**Relative energy (zero: lowest compared OMol25 entry of this formula, charge and spin)**: 0.6046 eV
**Orbital gap**: 9.7 eV
**HOMO energy**: -5.4 eV
**Calculated total energy**: -22240.00501 eV
**Total charge**: -1

---

# 14
Molecular formula: CHHgMgO2
Method: DFT, wB97M-V/def2-TZVPD

Each line ends with the Löwdin spin population.
Positions of all 6 atoms, in Å:
O1 0.586 0.437 -0.002  0.34
H1 0.352 1.377 -0.067  0.01
Mg1 2.527 -0.031 0.173  0.75
O2 -0.813 -1.057 -1.466  0.06
C1 -0.844 -0.336 -0.528  0.30
Hg1 -1.808 -0.390 1.891  0.53

Values from the calculation:
**Relative energy (zero: lowest compared OMol25 entry of this formula, charge and spin)**: 1.0080 eV
**Orbital gap (alpha / beta)**: 7.8 / 7.2 eV
**HOMO energy (alpha / beta)**: -11.6 / -14.3 eV
**Expectation value of S²**: 2.016
**Calculated total energy**: -14758.36473 eV
**Total charge**: +1
**Spin multiplicity**: 3

---

# 15
Molecular formula: CHI2NO2
Method: DFT, wB97M-V/def2-TZVPD

Each line ends with the Löwdin charge.
Positions of all 7 atoms, in Å:
C1 0.528 0.677 0.534  -1.19
N1 -2.865 1.807 -1.289  -0.41
O1 -3.879 2.405 -1.405  0.09
O2 -2.194 1.145 -2.004  0.02
I1 -1.408 1.245 1.021  0.92
I2 1.891 1.857 -0.542  0.70
H1 0.407 -0.301 0.156  -0.12

Values from the calculation:
**Relative energy (zero: lowest compared OMol25 entry of this formula, charge and spin)**: 2.2751 eV
**Orbital gap (alpha / beta)**: 7.1 / 8.2 eV
**HOMO energy (alpha / beta)**: -8.6 / -9.4 eV
**Calculated total energy**: -22833.55275 eV
**Total charge**: 0

---

# 16
Molecular formula: CHInO3
Method: DFT, wB97M-V/def2-TZVPD

Each line ends with the Löwdin spin population.
Positions of all 6 atoms, in Å:
In1 1.904 -2.438 1.560  -0.90
O1 -0.124 1.464 -0.706  0.47
C1 -0.684 0.357 -0.168  0.08
O2 -1.878 0.128 -0.245  0.95
O3 0.050 -0.545 0.195  0.40
H1 0.732 1.034 -0.638  0.00

Values from the calculation:
**Orbital gap (alpha / beta)**: 6.8 / 7.2 eV
**HOMO energy (alpha / beta)**: -29.2 / -27.9 eV
**Expectation value of S²**: 1.773
**Calculated total energy**: -12321.94519 eV
**Total charge**: +3
**Spin multiplicity**: 2

---

# 17
Molecular formula: CHKLiO3
Method: DFT, wB97M-V/def2-TZVPD

Each line ends with the Löwdin charge.
Positions of all 7 atoms, in Å:
O1 0.728 1.029 1.521  -0.06
C1 1.553 0.581 0.796  0.09
H1 0.634 -0.654 0.310  0.08
O2 -0.443 -1.028 -1.011  -0.58
O3 0.665 -0.570 -0.845  -0.33
Li1 -1.300 0.594 -1.627  0.80
K1 -1.837 0.048 0.856  0.99

Values from the calculation:
**Relative energy (zero: lowest compared OMol25 entry of this formula, charge and spin)**: 3.7201 eV
**Orbital gap**: 6.2 eV
**HOMO energy**: -11.6 eV
**Calculated total energy**: -23713.60264 eV
**Total charge**: +1

---

# 18
Molecular formula: CHLiNiO3
Method: DFT, wB97M-V/def2-TZVPD

Each line ends with the Löwdin spin population.
Positions of all 7 atoms, in Å:
O1 0.763 0.730 -1.384  0.00
C1 0.777 1.432 -0.444  0.01
H1 0.759 0.313 0.685  -0.01
O2 -0.477 -0.810 1.178  0.53
O3 -0.209 0.366 1.269  0.46
Li1 -1.688 -0.625 -0.348  0.00
Ni1 0.075 -1.407 -0.957  1.01

Values from the calculation:
**Orbital gap (alpha / beta)**: 10.0 / 8.9 eV
**HOMO energy (alpha / beta)**: -22.1 / -21.8 eV
**Expectation value of S²**: 2.011
**Calculated total energy**: -48415.92840 eV
**Total charge**: +2
**Spin multiplicity**: 3

---

# 19
Molecular formula: CHLiOSr
Method: DFT, wB97M-V/def2-TZVPD

Each line ends with the Löwdin charge.
Positions of all 5 atoms, in Å:
H1 0.636 -0.515 -0.111  -0.21
Sr1 2.002 1.293 1.300  0.21
O1 -1.221 0.028 -0.714  -0.36
C1 -0.289 0.434 -1.329  -0.12
Li1 -1.128 -1.239 0.854  0.49

Values from the calculation:
**Relative energy (zero: lowest compared OMol25 entry of this formula, charge and spin)**: 0.0000 eV
**Orbital gap**: 3.4 eV
**HOMO energy**: -4.5 eV
**Calculated total energy**: -4136.12277 eV
**Total charge**: 0

---

# 20
Molecular formula: CHN2O2P
Method: DFT, wB97M-V/def2-TZVPD

Each line ends with the Löwdin charge.
Positions of all 7 atoms, in Å:
C1 1.616 -0.159 -0.385  -0.66
N1 2.237 0.834 -0.504  0.08
N2 -1.628 0.529 -0.171  -0.28
O1 -2.406 0.262 -1.041  0.10
O2 -1.298 1.364 0.571  0.12
P1 0.632 -1.504 0.097  0.81
H1 0.848 -1.326 1.432  -0.16

Values from the calculation:
**Relative energy (zero: lowest compared OMol25 entry of this formula, charge and spin)**: 1.6579 eV
**Orbital gap (alpha / beta)**: 7.8 / 8.3 eV
**HOMO energy (alpha / beta)**: -10.1 / -9.6 eV
**Calculated total energy**: -17411.43737 eV
**Total charge**: 0